The following is a DFT calculation (the ωB97M-V functional and the def2-TZVPD basis) of a single C21H39NO5 molecule.

Summary:
LUMO energy (hartree): 0.0308
Frontier orbital gap (eV): 10.5
Highest occupied orbital energy (eV): -9.700
F_max (eV Å⁻¹): 0.6
Structure (SMILES): CCCCCCCCCCCCC(NC(C)=O)(C(=O)OCC)C(=O)OCC

```
! RIJCOSX wB97M-V def2-TZVPD def2/J DEFGRID3
* xyz 0 1
C -8.877 -0.654 -1.188
C -8.032 0.453 -0.572
C -6.608 -0.014 -0.278
C -5.758 1.098 0.332
C -4.362 0.634 0.749
C -3.481 0.242 -0.436
C -2.019 0.021 -0.046
C -1.813 -1.197 0.851
C -0.338 -1.506 1.109
C 0.342 -0.478 2.013
C 1.817 -0.820 2.286
C 2.825 0.196 1.744
H 2.585 1.197 2.104
H 3.817 -0.068 2.112
C 2.907 0.267 0.212
N 1.754 0.895 -0.392
C 1.677 2.249 -0.435
O 2.445 2.948 0.192
C 0.556 2.780 -1.294
H -0.362 2.225 -1.126
H 0.842 2.677 -2.339
H 0.400 3.832 -1.075
H 1.228 0.320 -1.037
C 3.066 -1.122 -0.407
O 2.295 -1.582 -1.208
O 4.156 -1.722 0.043
C 4.480 -3.000 -0.518
C 5.302 -2.839 -1.787
H 5.565 -3.817 -2.179
H 4.727 -2.300 -2.537
H 6.212 -2.282 -1.578
H 3.552 -3.540 -0.728
H 5.046 -3.516 0.259
C 4.152 1.048 -0.277
O 4.286 1.347 -1.435
O 5.035 1.267 0.677
C 6.222 1.974 0.299
C 7.235 1.045 -0.353
H 6.837 0.663 -1.289
H 8.152 1.591 -0.557
H 7.457 0.209 0.307
H 6.606 2.390 1.232
H 5.944 2.781 -0.385
H 2.044 -1.805 1.871
H 1.981 -0.885 3.363
H 0.280 0.510 1.561
H -0.205 -0.437 2.958
H 0.191 -1.570 0.157
H -0.269 -2.486 1.590
H -2.314 -1.039 1.808
H -2.274 -2.064 0.372
H -1.649 0.915 0.459
H -1.433 -0.121 -0.959
H -3.866 -0.669 -0.898
H -3.527 1.038 -1.184
H -4.460 -0.212 1.432
H -3.873 1.446 1.293
H -5.668 1.918 -0.384
H -6.273 1.487 1.214
H -6.151 -0.360 -1.207
H -6.643 -0.861 0.412
H -7.997 1.306 -1.254
H -8.499 0.793 0.356
H -9.886 -0.301 -1.387
H -8.938 -1.507 -0.515
H -8.440 -0.991 -2.126
*
```

Results of the Löwdin charge analysis, in e, for atoms 1 through 4: C -0.12; C -0.28; C -0.24; C -0.22

***

The following is a DFT calculation (the ωB97M-V functional and the def2-TZVPD basis) of 3 unconnected molecules or ions with the total composition C5H16NO3 at a distorted geometry.

Summary:
LUMO energy (hartree): 0.1355
Frontier orbital gap (eV): 7.1
Highest occupied orbital energy (eV): -3.446
F_max (eV Å⁻¹): 4.1

```
! RIJCOSX wB97M-V def2-TZVPD def2/J DEFGRID3
* xyz -1 1
C -0.565 0.240 -1.030
C -1.165 0.042 0.336
C -2.000 -1.231 0.399
C -1.959 1.367 0.744
N 0.786 0.882 -1.207
C 1.154 1.773 -0.014
O 1.254 1.024 1.159
H -0.412 -0.811 -1.468
H -1.247 0.680 -1.701
H -0.296 -0.083 1.122
H -1.450 -2.097 0.821
H -2.456 -1.472 -0.679
H -2.939 -1.231 1.185
H -1.738 1.407 1.830
H -1.607 2.327 0.404
H -2.997 1.373 0.421
H 1.533 0.157 -1.147
H 2.030 2.312 -0.107
H 0.480 2.608 0.255
H 2.370 -0.048 0.659
H 2.425 -1.773 0.761
O 2.936 -0.947 0.639
H 1.276 -2.029 -0.749
H 2.718 -2.013 -1.237
O 1.872 -2.459 -1.398
*
```

Results of the Löwdin charge analysis, in e, for atoms 1 through 4: C -0.25; C -0.45; C -0.13; C -0.08

***

The following is a DFT calculation (the ωB97M-V functional and the def2-TZVPD basis) of 2 unconnected molecules or ions with the total composition CH8N2S2.

Summary:
LUMO energy (hartree): 0.0039
Frontier orbital gap (eV): 9.4
Highest occupied orbital energy (eV): -9.333
F_max (eV Å⁻¹): 0.9
Structure (SMILES): NCN.SS

```
! RIJCOSX wB97M-V def2-TZVPD def2/J DEFGRID3
* xyz 0 1
S -1.794 1.874 -0.529
S -1.323 0.702 1.146
H -1.723 0.924 -1.468
H -0.106 1.256 1.192
N 1.494 -1.439 0.755
C 2.281 -1.186 -0.472
N 2.051 -2.147 -1.522
H 0.526 -1.189 0.594
H 1.873 -0.873 1.501
H 2.094 -0.184 -0.864
H 3.320 -1.211 -0.138
H 2.612 -2.975 -1.401
H 1.080 -2.411 -1.601
*
```

Results of the Löwdin charge analysis, in e, for atoms 1 through 4: S 0.24; S 0.25; H -0.22; H -0.21

***

The following is a DFT calculation (the ωB97M-V functional and the def2-TZVPD basis) of a single C5H10S molecule at a distorted geometry.

Summary:
LUMO energy (hartree): -0.0127
Frontier orbital gap (eV): 8.4
Highest occupied orbital energy (eV): -8.741
F_max (eV Å⁻¹): 5.6
Structure (SMILES): CC(C)(C)C=S

```
! RIJCOSX wB97M-V def2-TZVPD def2/J DEFGRID3
* xyz 0 1
C 0.508 1.224 -0.576
C -0.035 -0.083 -0.040
C 0.216 -0.031 1.488
C -1.409 -0.137 -0.442
C 0.711 -1.270 -0.532
H 1.682 1.118 -0.748
H 0.005 1.394 -1.680
H 0.225 2.078 0.150
H 1.290 0.237 1.696
H 0.161 -1.051 2.063
H -0.406 0.733 2.005
H -1.993 0.370 0.441
H -1.864 -1.277 -0.528
H -1.470 0.264 -1.494
H 0.444 -2.197 -0.067
S 1.936 -1.371 -1.735
*
```

Results of the Löwdin charge analysis, in e, for atoms 1 through 4: C -0.12; C -0.81; C -0.08; C -0.10

***

The following is a DFT calculation (the ωB97M-V functional and the def2-TZVPD basis) of a single C6H8N2O3 molecule at a distorted geometry.

Summary:
LUMO energy (hartree): 0.0025
Frontier orbital gap (eV): 10.4
Highest occupied orbital energy (eV): -10.357
F_max (eV Å⁻¹): 5.1
Structure (SMILES): CC1(C)C(=O)NC(=O)NC1=O

```
! RIJCOSX wB97M-V def2-TZVPD def2/J DEFGRID3
* xyz 0 1
C -0.334 1.970 0.644
C -0.172 0.492 0.291
C -0.977 -0.365 1.361
C -0.760 0.138 -1.081
C 0.848 -1.710 -1.351
C 1.246 0.171 0.092
H -1.407 2.257 0.950
H 0.264 2.090 1.501
H -0.020 2.580 -0.286
H -2.062 -0.222 1.151
H -0.726 0.047 2.280
H -0.607 -1.308 1.574
H -0.917 -1.455 -2.346
H 2.386 -1.515 0.065
N -0.395 -1.086 -1.562
N 1.570 -1.010 -0.425
O -1.321 0.945 -1.811
O 1.233 -2.799 -1.711
O 2.152 0.781 0.664
*
```

Results of the Löwdin charge analysis, in e, for atoms 1 through 4: C -0.02; C -0.37; C 0.03; C -0.40

***

The following is a DFT calculation (the ωB97M-V functional and the def2-TZVPD basis) of 2 unconnected molecules or ions with the total composition C4H9NO at a distorted geometry.

Summary:
LUMO energy (hartree): 0.0258
Frontier orbital gap (eV): 8.8
Highest occupied orbital energy (eV): -8.119
F_max (eV Å⁻¹): 3.1
Structure (SMILES): C=CN.C=CO

```
! RIJCOSX wB97M-V def2-TZVPD def2/J DEFGRID3
* xyz 0 1
C -2.388 0.979 -0.682
C -1.789 0.240 0.286
N -1.739 -1.172 0.399
H -2.681 0.532 -1.574
H -2.270 2.011 -0.677
H -1.053 0.838 0.927
H -1.919 -1.681 -0.473
H -0.818 -1.411 0.631
C 2.449 -0.392 -0.709
C 1.975 0.459 0.267
O 1.100 -0.069 1.290
H 2.997 -0.071 -1.574
H 2.228 -1.491 -0.643
H 2.388 1.503 0.371
H 1.520 -0.275 2.161
*
```

Results of the Löwdin charge analysis, in e, for atoms 1 through 4: C -0.03; C -0.28; N 0.03; H 0.02